# 1
Density functional theory data (ωB97M-V/def2-TZVPD) for C12H18N2O5S as an isolated structure at a distorted geometry.

Structure (XYZ):
```
38
Properties=species:S:1:pos:R:3:forces:R:3:lowdin_charge:R:1
C -5.70905 -0.49942 0.33090 1.10 1.08 0.56 -0.041
C -4.51748 -1.41293 -0.31777 -9.41 2.16 -4.01 -0.361
H -4.76922 -2.36618 -0.21470 -2.25 -4.26 -0.09 0.081
H -4.45049 -1.21535 -1.40064 -0.33 0.31 0.16 0.142
O -3.41394 -1.41977 0.23819 8.66 0.42 5.89 0.066
C -2.74438 -0.28079 0.11201 3.78 -4.02 3.29 -0.612
O -3.08036 0.48948 -0.64353 -4.30 7.18 -6.75 0.054
C -1.48344 -0.05752 0.68142 1.16 -5.00 5.50 -0.031
C -0.72749 0.99116 0.36309 4.18 -4.32 5.93 -0.628
N 0.58353 1.24433 0.99706 -2.47 0.46 -0.70 0.038
C 1.19444 2.49560 0.42880 -5.52 -7.69 -0.58 -0.556
O 2.29709 2.65209 0.60099 8.41 3.03 2.27 0.144
C 0.44723 2.81396 -0.73633 -4.95 5.54 3.01 -0.291
H 0.96932 3.13573 -1.54019 1.75 -0.45 -3.07 0.060
H 0.19906 3.99866 -0.42820 0.08 -2.37 -0.59 0.172
S -1.21433 2.02425 -0.68608 -0.60 5.35 -5.80 1.173
C 1.16613 0.37567 2.15077 -5.07 11.25 3.88 -0.062
H 0.30856 0.16684 2.86606 1.38 0.23 -0.79 0.155
H 1.93923 1.30596 2.54658 -2.11 -2.92 -0.30 0.206
C 1.83910 -0.64594 1.66137 -0.33 -8.20 -2.40 -0.662
O 1.39296 -1.82358 1.57045 0.43 1.50 0.97 0.027
N 2.87505 -0.26312 1.04612 7.88 0.33 -4.05 0.056
H 3.25383 0.73208 0.89644 -1.43 -2.01 0.94 0.173
C 3.72669 -1.25328 0.31486 0.51 -1.34 -3.32 -0.018
C 3.90653 -0.74298 -1.58414 1.56 -10.65 6.03 -0.156
O 2.94496 -1.34070 -2.17152 -4.46 -2.98 -3.23 -0.137
C 1.61618 -0.96552 -1.91029 3.34 6.60 -1.76 -0.027
H 1.18722 -1.00647 -1.02345 -1.24 -2.16 4.73 0.010
H 0.89101 -1.07904 -2.64108 -0.63 -0.91 -1.93 0.075
H 1.71850 0.27288 -1.77161 -0.49 -2.14 -0.98 0.150
H 4.81442 -1.26690 -1.81302 0.63 0.09 -0.21 0.114
H 3.97820 0.15721 -1.54234 0.39 11.10 0.08 -0.001
H 4.82418 -1.31208 0.59611 -1.53 0.37 0.40 0.086
H 3.28959 -2.40871 0.21108 0.86 3.58 0.63 0.162
H -1.24344 -0.88653 1.54185 0.13 2.40 -2.20 0.180
H -6.65483 -0.49484 -0.22975 0.00 -1.37 0.38 0.044
H -5.46242 0.54927 -0.07566 0.19 -0.96 1.92 0.071
H -5.89218 -0.66347 1.57615 0.71 0.76 -3.80 0.143
```
Forces are in eV/Å.

The energy above the lowest of the compared OMol25 structures with the same formula, charge and spin comes out at 285.1 kcal per mole. As for the HOMO energy: -8.39 eV. The value obtained for the molar mass is 302.35 g/mol.


# 2
Density functional theory data (ωB97M-V/def2-TZVPD) for an isolated ion of composition C12H18N2P and charge +1 at a distorted geometry.

Structure (XYZ):
```
33
Properties=species:S:1:pos:R:3:forces:R:3:lowdin_charge:R:1
C 4.31458 -1.18765 -0.17913 -0.98 1.50 0.33 -0.040
C 4.46091 0.20814 -0.59702 -3.03 -2.28 0.84 -0.020
C 3.09353 -1.67336 0.18463 2.18 0.82 -0.56 -0.033
C 3.36391 1.00126 -0.53944 -1.07 -0.54 0.61 -0.005
C 1.95854 -0.88024 0.19205 -0.43 -0.29 -0.38 -0.216
C 2.04064 0.55171 -0.09174 -1.03 -0.26 -0.02 -0.191
C -0.30601 -0.82356 0.45692 1.92 1.37 0.77 -0.159
C -2.54890 0.19196 2.31185 -0.34 2.44 -0.45 -0.130
C 0.37505 2.49637 -0.10408 2.39 1.53 0.32 -0.106
C -2.81826 -2.16679 -0.24006 -0.43 2.30 -0.61 -0.107
C -1.49483 0.07274 -1.91732 0.06 -1.93 -0.91 -0.162
C -2.82945 0.55419 0.84947 -1.10 0.73 0.01 -0.315
N 0.74421 -1.41892 0.32851 0.69 0.45 0.37 0.129
N 0.86212 1.12605 -0.07298 -0.91 -0.71 0.51 -0.018
P -1.82016 -0.52457 -0.20769 -2.25 -1.38 -1.43 0.923
H 5.12556 -1.84681 -0.09671 1.17 -0.58 -0.19 0.089
H 5.24882 0.51019 -1.18810 1.99 0.71 -0.65 0.090
H 3.05390 -2.67226 0.47262 -0.39 -1.59 0.40 0.103
H 3.35015 1.92165 -1.02848 0.24 1.61 -0.47 0.087
H -2.71015 1.12165 2.85244 -0.22 -0.14 0.37 0.094
H -3.00992 -0.58390 2.82712 -1.51 -1.47 0.24 0.066
H -1.53938 0.00313 2.40935 2.37 -0.30 0.33 0.025
H -0.17666 2.77412 0.85203 0.64 -0.51 -1.22 0.092
H 1.28411 3.26896 -0.19223 -1.97 -1.48 0.14 0.124
H -0.26848 2.63321 -0.99044 0.16 0.08 0.46 0.063
H -2.27889 -3.07484 -0.12671 0.81 -0.51 0.25 0.043
H -3.19569 -2.12726 -1.28375 -0.24 -0.23 0.73 0.055
H -3.63673 -2.09189 0.51403 0.63 -0.03 -0.70 0.070
H -1.94383 1.04823 -2.01601 -0.78 0.02 -0.55 0.041
H -1.82522 -0.79937 -2.65851 0.38 2.31 1.39 0.112
H -0.41500 0.26807 -2.08797 -0.60 -0.51 0.49 0.058
H -2.48962 1.62378 0.72716 -0.42 -1.12 -0.21 0.100
H -3.96888 0.49602 0.64020 2.02 0.00 -0.20 0.139
```
Forces are in eV/Å.

The energy above the lowest of the compared OMol25 structures with the same formula, charge and spin comes out at 83.1 kcal per mole. The total charge is +1. The SMILES is CCP(C)(C)=C=[N+]=C1C=CC=C/C1=N\C. As for the HOMO energy: -10.72 eV. The value obtained for the molar mass is 221.26 g/mol.


| no. | calculated total energy (Ha) | Kohn-Sham gap (eV) | LUMO (Ha) |
| --- | --- | --- | --- |
| 1 | -1351.5388 | 8.7 | 0.0121 |
| 2 | -918.5310 | 6.7 | -0.1464 |